A structure of composition C15H15Cl2N3O, computed with ωB97M-V/def2-TZVPD.

Structure (XYZ):
```
36
Properties=species:S:1:pos:R:3
C 1.68 -0.95 -1.38
H 1.71 -0.03 -2.15
H 2.78 -1.42 -1.59
C 0.65 -1.87 -1.69
C 0.63 -2.79 -0.56
H -0.20 -3.76 -0.79
H 0.12 -2.63 0.50
H 1.70 -3.44 -0.48
C -0.62 -1.20 -1.74
C -1.08 -0.40 -0.55
O -1.37 -1.18 0.47
C -0.58 0.96 -0.46
C -0.20 1.85 0.55
C 0.02 0.94 1.80
C 1.39 0.82 2.31
C 1.38 0.08 3.60
C 0.26 -0.05 4.33
C -0.98 0.14 3.96
C -0.98 0.71 2.55
Cl -2.74 1.06 2.21
H -1.65 -0.02 4.59
Cl 0.58 -1.09 5.95
H 2.51 -0.22 3.84
H 2.02 0.82 1.71
H 0.45 2.65 0.35
N -0.87 1.72 -1.82
C -1.97 1.77 -2.62
N -1.57 2.40 -3.68
C -0.66 3.09 -3.14
N -0.13 2.70 -2.12
H -0.01 3.88 -3.83
H -2.59 1.01 -2.56
H -1.48 -2.02 -1.97
H -0.73 -0.46 -2.60
H 0.83 -2.33 -2.57
H 1.73 -0.72 -0.40
```

Summary:
Frontier orbital gap in eV: 8.088
Largest force on an atom in eV/Å: 18.2

A structure of composition C15H15ClF4MnN3, computed with ωB97M-V/def2-TZVPD.

Structure (XYZ):
```
39
Properties=species:S:1:pos:R:3
Mn -0.43 0.79 -0.47
C 2.05 1.69 1.11
N 0.56 1.81 1.04
C 0.14 3.14 0.51
C -0.07 1.54 2.39
C -0.49 0.07 2.53
N -0.95 -0.29 1.20
C -1.86 -1.01 0.68
C -1.83 -0.64 -0.74
F -0.75 1.55 -1.97
C -2.76 -1.18 -1.56
F -2.86 -0.90 -2.82
C -3.71 -2.11 -1.01
C -3.74 -2.49 0.34
F -4.63 -3.34 0.75
C -2.84 -1.97 1.24
F -2.82 -2.28 2.48
H 2.43 2.46 1.79
H 2.48 1.85 0.13
H 2.32 0.71 1.49
H 0.32 3.94 1.24
H -0.94 3.15 0.31
H 0.70 3.37 -0.39
H -0.95 2.18 2.47
H 0.63 1.84 3.16
H -1.26 -0.07 3.29
H 0.36 -0.58 2.79
H -4.47 -2.53 -1.67
Cl 3.44 0.26 -4.25
C 2.73 -0.39 -2.85
C 3.19 -1.57 -2.28
C 2.57 -2.05 -1.13
C 1.51 -1.37 -0.59
N 1.08 -0.23 -1.17
C 1.65 0.27 -2.28
H 4.03 -2.10 -2.72
H 2.91 -2.96 -0.66
H 1.01 -1.71 0.31
H 1.25 1.17 -2.72
```

Summary:
Net charge: +3
Spin multiplicity: 4
Frontier orbital gap (alpha / beta) in eV: 4.924 / 4.740
Largest force on an atom in eV/Å: 1.4

An isolated molecule of C15H15ClFN3O2, computed with ωB97M-V/def2-TZVPD.

Structure (XYZ):
```
37
Properties=species:S:1:pos:R:3
C -5.18 1.68 1.34
C -4.12 0.71 0.98
N -3.92 -0.40 1.62
O -2.89 -1.05 1.02
C -2.43 -0.33 -0.02
C -1.37 -0.76 -0.96
O -1.32 -0.23 -2.06
N -0.52 -1.74 -0.61
C -0.33 -2.33 0.70
C 0.98 -1.80 1.33
N 2.02 -1.70 0.32
C 2.82 -0.57 0.28
C 3.33 -0.05 -0.92
C 4.17 1.04 -0.92
C 4.51 1.64 0.28
F 5.33 2.71 0.28
C 4.03 1.15 1.48
C 3.19 0.05 1.48
C 1.79 -2.53 -0.83
C 0.51 -2.10 -1.57
C -3.19 0.82 -0.10
Cl -3.07 2.10 -1.20
H -4.73 2.66 1.54
H -5.87 1.80 0.51
H -5.71 1.33 2.22
H -1.16 -2.11 1.35
H -0.29 -3.42 0.57
H 1.28 -2.48 2.14
H 0.79 -0.81 1.75
H 3.06 -0.49 -1.87
H 4.56 1.44 -1.84
H 4.31 1.63 2.41
H 2.84 -0.34 2.42
H 1.69 -3.56 -0.49
H 2.64 -2.49 -1.50
H 0.69 -1.22 -2.20
H 0.15 -2.91 -2.22
```

Summary:
SMILES: Cc1noc(C(=O)N2CCN(c3ccc(F)cc3)CC2)c1Cl
Frontier orbital gap in eV: 8.193
Largest force on an atom in eV/Å: 1.6

A structure of composition C15H15ClN5O2SZn, computed with ωB97M-V/def2-TZVPD.

Structure (XYZ):
```
40
Properties=species:S:1:pos:R:3
Zn -0.92 -0.74 2.00
N -4.48 1.66 0.67
C -3.51 0.70 0.93
S -3.15 0.41 2.59
N -2.97 0.17 -0.13
N -1.95 -0.72 0.10
C -1.59 -1.36 -0.96
C -0.55 -2.35 -1.05
C -0.32 -2.93 -2.31
C 0.62 -3.92 -2.51
C 1.37 -4.36 -1.41
C 1.17 -3.82 -0.16
C 0.21 -2.79 0.08
O 0.09 -2.31 1.26
H -5.12 1.81 1.42
H -4.88 1.62 -0.26
H -2.14 -1.14 -1.88
H -0.91 -2.58 -3.15
H 0.77 -4.35 -3.49
H 2.11 -5.14 -1.54
H 1.75 -4.15 0.69
N 3.14 3.59 -2.23
C 2.20 3.96 -1.33
O 1.88 5.13 -1.18
C 1.57 2.86 -0.53
C 2.04 1.55 -0.50
C 1.36 0.61 0.26
N 0.28 0.91 0.97
C -0.16 2.16 0.96
C 0.45 3.17 0.23
H 3.56 4.31 -2.79
H 3.37 2.63 -2.42
H 2.93 1.24 -1.03
H 1.69 -0.42 0.31
H -1.04 2.36 1.57
H 0.06 4.18 0.23
Cl 1.70 -0.15 3.75
C -0.06 -0.57 3.87
H -0.50 0.23 4.48
H -0.07 -1.47 4.48
```

Summary:
Net charge: -1
Frontier orbital gap in eV: 6.603
Largest force on an atom in eV/Å: 0.6
ΔE to the lowest compared entry with this formula, charge and spin in kcal/mol: 5.4